Density functional theory data (ωB97M-V with the def2-TZVPD basis set) for the molecule C4H10N2O at a distorted geometry.

LUMO level in eV: 0.76
Total energy in eV: -9336.5816
SMILES: C[C@H](N)CNC=O
Strongest force on any atom in eV/A: 4.14
Multiplicity: 1
HOMO level in eV: -9.3546
Energy relative to the best compared isomer or geometry (same formula, charge and spin) in kJ/mol: 232.13

Cartesian coordinates (Å):
C -0.71649 -0.58826 -0.17470
N -0.66912 0.61411 -0.95733
C -1.00633 1.88633 -0.67514
O -0.94566 2.60247 0.30339
C 0.63592 -0.88702 0.59673
C 1.60945 -1.13543 -0.59326
N 0.77383 -1.99503 1.50473
H -1.44737 -0.67516 0.65301
H -1.00143 -1.44444 -0.77299
H -0.42865 0.40032 -1.97110
H -1.20678 2.47181 -1.55082
H 0.97442 0.17812 0.98338
H 1.22959 -2.11810 -1.17051
H 2.58133 -1.28328 -0.19088
H 1.55300 -0.33727 -1.29227
H 1.53102 -1.75950 2.08932
H -0.08809 -2.23941 2.04209



Density functional theory data (ωB97M-V with the def2-TZVPD basis set) for the molecule C4H10N2O at a distorted geometry.

LUMO level in eV: 0.86
Total energy in eV: -9337.3463
SMILES: CN(C=O)CCN
Strongest force on any atom in eV/A: 1.83
Multiplicity: 1
HOMO level in eV: -9.0515
Energy relative to the best compared isomer or geometry (same formula, charge and spin) in kJ/mol: 158.35

Cartesian coordinates (Å):
C 0.68462 -1.89947 -0.23346
N -0.02651 -0.80870 -0.62240
C 0.46697 0.05892 -1.66304
C -1.07073 -0.28322 0.23312
C -0.69854 1.09342 0.80361
N 0.57498 1.21347 1.45502
O 1.81630 -2.13737 -0.60693
H 0.23443 -2.54690 0.52986
H 0.87647 0.99317 -1.27971
H 1.18181 -0.50906 -2.25124
H -0.31704 0.37320 -2.35992
H -1.30450 -0.87025 1.10760
H -1.97582 -0.15071 -0.36557
H -1.43788 1.56874 1.42523
H -0.78349 1.76919 -0.06754
H 0.47570 1.61229 2.37457
H 1.30325 0.52328 1.52082



Density functional theory data (ωB97M-V with the def2-TZVPD basis set) for the molecule C4H10N2O at a distorted geometry.

LUMO level in eV: 0.78
Total energy in eV: -9335.5889
SMILES: NCNCCC=O
Strongest force on any atom in eV/A: 4.44
Multiplicity: 1
HOMO level in eV: -8.8815
Energy relative to the best compared isomer or geometry (same formula, charge and spin) in kJ/mol: 327.91

Cartesian coordinates (Å):
C -0.23504 -0.18981 0.23586
C -1.10800 -1.29666 0.68172
C -1.75033 -1.27614 1.97544
O -1.09478 -1.02262 2.98326
N 0.37514 -0.37878 -1.07996
C 0.97030 0.93953 -1.50508
N 1.80320 1.81010 -0.59529
H 0.66770 -0.10237 0.94909
H -0.78460 0.70678 0.43781
H -2.01424 -1.40916 0.03846
H -0.56689 -2.34045 0.63270
H -2.79297 -1.54994 2.03983
H 1.00342 -1.12819 -1.25045
H 1.66003 0.69990 -2.45555
H 0.12923 1.76553 -1.83149
H 2.53636 2.32589 -1.14775
H 1.20147 2.44639 -0.10862



Density functional theory data (ωB97M-V with the def2-TZVPD basis set) for the ion C4H10N2O with charge +1 at a distorted geometry.

Net charge: +1
LUMO level (alpha / beta) in eV: -3.78 / -9.46
Total energy in eV: -9327.5199
<S²>: 0.759
Strongest force on any atom in eV/A: 4.08
Multiplicity: 2
HOMO level (alpha / beta) in eV: -14.5468 / -13.3766
Energy relative to the best compared isomer or geometry (same formula, charge and spin) in kJ/mol: 232.42

Cartesian coordinates (Å):
C -0.63681 -1.43292 -0.45224
C -0.82983 0.22018 -0.61849
C 0.40103 0.92541 -0.94516
C 1.60321 0.77360 0.15148
N 1.36046 1.56473 1.27855
O 2.54269 -0.00554 -0.09117
N -1.58794 -2.17243 0.38976
H -0.37860 -1.90144 -1.39535
H 0.34164 -1.52843 0.05808
H -1.24006 0.42668 0.37481
H -1.71652 0.32188 -1.24670
H 0.23248 2.04540 -0.99343
H 0.93568 0.74271 -1.92148
H 2.03209 1.77813 1.99026
H 0.46484 2.10536 1.37307
H -1.23548 -2.32717 1.30129
H -2.28887 -1.53614 0.74671



Density functional theory data (ωB97M-V with the def2-TZVPD basis set) for the ion C4H10N2O with charge +1 at a distorted geometry.

Net charge: +1
LUMO level (alpha / beta) in eV: -3.02 / -7.87
Total energy in eV: -9328.6141
<S²>: 0.755
Strongest force on any atom in eV/A: 2.29
Multiplicity: 2
HOMO level (alpha / beta) in eV: -14.3088 / -14.2729
Energy relative to the best compared isomer or geometry (same formula, charge and spin) in kJ/mol: 126.84

Cartesian coordinates (Å):
C 0.40038 0.41390 0.91237
C 1.89358 0.22707 0.59994
C 2.10481 -0.58208 -0.65980
O 1.29451 -1.40117 -1.01421
N -0.42455 0.76298 -0.20228
C -1.89523 0.49583 -0.13655
N -2.05389 -0.66609 -0.90408
H 0.09754 -0.53592 1.37841
H 0.30441 1.10216 1.75627
H 2.43544 -0.23872 1.42478
H 2.40630 1.18648 0.48337
H 3.05553 -0.48356 -1.21137
H -0.07623 0.16687 -0.98116
H -2.44974 1.30629 -0.60514
H -2.12085 0.37669 0.91799
H -2.06218 -1.49208 -0.31498
H -2.90982 -0.63864 -1.44358



Density functional theory data (ωB97M-V with the def2-TZVPD basis set) for a cluster of 2 separate species, C4H10N2O2 in total at a distorted geometry.

LUMO level in eV: 0.65
Total energy in eV: -11384.9829
SMILES: CC(N)=O.CC(N)=O
Strongest force on any atom in eV/A: 10.44
Multiplicity: 1
HOMO level in eV: -9.3956
Energy relative to the best compared isomer or geometry (same formula, charge and spin) in kJ/mol: 185.25

Cartesian coordinates (Å):
C 0.14712 -2.54063 -1.96692
C -0.02465 -1.09154 -2.39310
O -0.75737 -0.86300 -3.31754
N 0.55775 0.00345 -1.77153
H 0.38213 0.90734 -1.99255
H 1.11682 -0.14279 -0.97400
H 0.21724 -3.11644 -2.87520
H -0.71749 -2.73787 -1.24705
H 1.26347 -2.73970 -1.56253
C 0.16416 1.65169 3.00808
C 0.13835 1.11107 1.64061
O 1.08791 0.42556 1.15595
N -1.03747 1.15137 0.86401
H 0.05211 0.88032 3.80056
H -0.55231 2.41946 3.19718
H -1.20689 0.66629 0.13968
H -1.84477 1.80837 1.03807
H 1.01388 2.20704 3.25628



Repeat the third record exactly.
Density functional theory data (ωB97M-V with the def2-TZVPD basis set) for the molecule C4H10N2O at a distorted geometry.

LUMO level in eV: 0.78
Total energy in eV: -9335.5889
SMILES: NCNCCC=O
Strongest force on any atom in eV/A: 4.44
Multiplicity: 1
HOMO level in eV: -8.8815
Energy relative to the best compared isomer or geometry (same formula, charge and spin) in kJ/mol: 327.91

Cartesian coordinates (Å):
C -0.23504 -0.18981 0.23586
C -1.10800 -1.29666 0.68172
C -1.75033 -1.27614 1.97544
O -1.09478 -1.02262 2.98326
N 0.37514 -0.37878 -1.07996
C 0.97030 0.93953 -1.50508
N 1.80320 1.81010 -0.59529
H 0.66770 -0.10237 0.94909
H -0.78460 0.70678 0.43781
H -2.01424 -1.40916 0.03846
H -0.56689 -2.34045 0.63270
H -2.79297 -1.54994 2.03983
H 1.00342 -1.12819 -1.25045
H 1.66003 0.69990 -2.45555
H 0.12923 1.76553 -1.83149
H 2.53636 2.32589 -1.14775
H 1.20147 2.44639 -0.10862